1.
This record from OMol25 describes a molecular structure, C49H46Cl3F6GeN4O5OsS3. The level of theory is the ωB97M-V functional and the def2-TZVPD basis.

Summary:
Charge: -1
Spin multiplicity: 5
Expectation value of S²: 6.021
Energy relative to the best compared isomer or geometry (same formula, charge and spin), eV: 0.000
Frontier orbital gap (alpha / beta), eV: 4.272 / 6.908
Largest force on an atom, eV/Å: 3.494

Atoms and positions in Å:
Os: 1.36 0.19 0.82
F: 1.47 -1.84 7.30
C: 1.88 -1.97 5.98
F: 2.83 -1.03 5.72
F: 2.44 -3.16 5.80
S: 0.45 -1.63 4.85
O: 0.88 -1.63 3.45
O: -0.22 -0.44 5.32
N: -0.40 -2.94 5.18
S: -0.81 -4.23 4.32
O: -0.91 -4.19 2.85
O: -1.93 -4.86 5.02
C: 0.69 -5.35 4.45
F: 1.29 -5.56 5.61
F: 0.25 -6.55 4.00
F: 1.67 -4.95 3.58
C: 0.24 -0.98 -0.02
Ge: -0.97 -1.89 -1.05
C: -0.24 -3.70 -1.36
C: -0.41 -4.71 -0.33
C: -0.03 -6.01 -0.49
C: 0.59 -6.41 -1.72
C: 0.83 -5.44 -2.67
C: 0.50 -4.11 -2.47
C: -2.84 -2.10 -0.72
C: -3.81 -1.77 -1.66
C: -5.17 -2.03 -1.38
C: -5.52 -2.66 -0.19
C: -4.52 -3.10 0.70
C: -3.19 -2.85 0.45
C: -0.81 -1.47 -2.99
C: -1.69 -1.98 -3.99
C: -1.70 -1.40 -5.26
C: -0.68 -0.50 -5.65
C: 0.29 -0.26 -4.74
C: 0.11 -0.52 -3.40
H: -0.76 -4.49 0.70
H: -0.17 -6.72 0.34
H: 1.01 -7.42 -1.75
H: 1.36 -5.77 -3.61
H: 0.62 -3.33 -3.26
H: -3.51 -1.19 -2.53
H: -5.89 -1.73 -2.19
H: -6.55 -2.85 0.15
H: -4.79 -3.53 1.67
H: -2.47 -3.18 1.17
H: -2.45 -2.77 -3.78
H: -2.35 -1.83 -5.99
H: -0.78 -0.01 -6.69
H: 1.26 0.07 -5.10
H: 0.79 -0.08 -2.64
C: 2.98 2.64 4.73
C: 3.66 2.17 3.47
C: 4.86 2.73 3.06
C: 5.56 2.21 1.94
C: 6.98 2.68 1.65
C: 5.01 1.28 1.10
C: 3.79 0.69 1.53
C: 3.11 1.18 2.68
N: 3.15 -0.44 0.91
C: 3.86 -1.71 0.75
C: 4.58 -1.58 -0.53
C: 4.76 -2.00 1.96
C: 2.77 -2.80 0.73
H: 2.51 3.59 4.53
H: 3.67 2.81 5.56
H: 2.24 1.84 5.03
H: 5.37 3.44 3.71
H: 6.98 3.38 0.82
H: 7.62 1.83 1.42
H: 7.39 3.22 2.51
H: 5.55 1.04 0.19
H: 2.14 0.64 2.97
H: 5.32 -0.77 -0.56
H: 3.96 -1.51 -1.43
H: 5.18 -2.54 -0.71
H: 5.48 -1.17 2.03
H: 5.33 -2.92 1.90
H: 4.15 -2.15 2.86
H: 2.17 -2.74 -0.17
H: 2.10 -2.61 1.63
H: 3.18 -3.77 0.78
Cl: 1.68 5.31 -5.79
C: 0.79 4.88 -4.36
C: 0.80 3.58 -3.86
C: -0.17 3.25 -2.93
C: -1.18 4.13 -2.58
C: -2.35 3.71 -1.76
C: -2.15 4.07 -0.29
N: -1.51 2.94 0.42
C: -2.09 2.24 1.50
C: -1.13 1.38 1.96
N: 0.03 1.61 1.20
C: -0.21 2.54 0.28
O: -3.56 4.38 -2.24
C: -4.66 3.49 -2.39
C: -5.98 4.19 -2.17
C: -7.20 3.89 -2.72
Cl: -7.55 2.96 -4.13
S: -8.43 4.95 -2.09
C: -7.33 5.72 -1.05
C: -6.03 5.37 -1.33
C: -1.01 5.48 -2.95
Cl: -2.13 6.71 -2.59
C: 0.04 5.82 -3.74
H: 1.48 2.85 -4.33
H: -0.30 2.22 -2.60
H: -2.47 2.59 -1.90
H: -3.13 4.33 0.13
H: -1.50 4.89 -0.20
H: -3.14 2.37 1.75
H: -1.06 0.71 2.84
H: 0.58 2.85 -0.32
H: -4.62 2.55 -1.74
H: -4.70 3.04 -3.45
H: -7.51 6.57 -0.45
H: -5.14 5.85 -0.97
H: 0.20 6.84 -4.02

Atom charges from the Mulliken analysis, given in e for atoms 1 to 4: atom 1 (Os): -0.006, atom 2 (F): -0.244, atom 3 (C): 0.507, atom 4 (F): -0.203

---

2.
This record from OMol25 describes a molecular structure, C31H37FN5O7Ti. The level of theory is the ωB97M-V functional and the def2-TZVPD basis.

Summary:
Charge: -1
Spin multiplicity: 3
Expectation value of S²: 2.060
Frontier orbital gap (alpha / beta), eV: 3.288 / 5.586
Largest force on an atom, eV/Å: 9.859

Atoms and positions in Å:
Ti: 1.34 -1.14 -1.09
C: 3.19 4.83 2.99
C: 2.77 3.59 3.78
C: 3.83 3.35 4.86
C: 3.46 2.15 5.71
C: 3.23 0.96 4.84
C: 3.40 -0.33 5.38
C: 3.17 -1.45 4.59
F: 3.35 -2.67 5.13
C: 2.76 -1.33 3.28
C: 2.57 -0.05 2.74
C: 2.10 0.06 1.33
O: 2.04 -0.96 0.66
C: 1.73 1.41 0.85
C: 2.00 2.44 1.67
N: 2.61 2.39 2.92
C: 2.80 1.12 3.50
C: 1.07 1.67 -0.51
O: 0.83 2.89 -0.77
O: 0.81 0.67 -1.23
H: 3.44 5.66 3.66
H: 2.38 5.19 2.34
H: 4.06 4.63 2.36
H: 1.81 3.80 4.27
H: 3.93 4.23 5.51
H: 4.81 3.18 4.39
H: 2.55 2.36 6.28
H: 4.27 1.96 6.42
H: 3.71 -0.46 6.41
H: 2.58 -2.21 2.68
H: 1.73 3.44 1.34
C: -6.19 1.65 1.57
C: -5.85 1.19 0.16
N: -4.89 0.08 0.17
C: -5.39 -1.25 -0.21
C: -6.31 -1.86 0.85
C: -3.55 0.40 0.36
O: -3.13 1.55 0.45
C: -2.55 -0.68 0.49
C: -2.62 -1.65 1.49
C: -1.63 -2.62 1.56
C: -0.59 -2.57 0.64
N: -0.48 -1.62 -0.32
C: -1.46 -0.69 -0.37
H: -6.92 2.47 1.53
H: -5.31 2.01 2.10
H: -6.63 0.84 2.16
H: -5.42 2.02 -0.40
H: -6.76 0.88 -0.36
H: -4.57 -1.93 -0.41
H: -5.94 -1.14 -1.15
H: -5.81 -1.92 1.82
H: -6.61 -2.86 0.55
H: -7.21 -1.26 0.98
H: -3.44 -1.64 2.21
H: -1.65 -3.39 2.32
H: 0.21 -3.30 0.66
H: -1.33 0.08 -1.13
C: 5.12 0.55 -1.58
O: 3.85 0.20 -1.06
C: 3.24 -0.63 -1.90
O: 2.72 -1.37 -2.64
H: 5.60 1.24 -0.88
H: 5.02 1.06 -2.55
H: 5.76 -0.33 -1.69
N: 0.63 -1.41 -2.95
C: 0.23 -1.57 -4.02
N: -0.25 -1.76 -5.32
C: -0.48 -3.14 -5.70
C: -1.21 -3.18 -7.05
O: -0.47 -2.45 -8.03
C: -0.43 -1.09 -7.65
C: 0.35 -0.92 -6.34
H: -1.10 -3.66 -4.94
H: 0.50 -3.67 -5.80
H: -2.24 -2.77 -6.96
H: -1.31 -4.23 -7.38
H: -1.46 -0.67 -7.56
H: 0.08 -0.51 -8.45
H: 0.32 0.15 -6.03
H: 1.40 -1.22 -6.50
H: 1.82 -2.83 -1.03

Atom charges from the Mulliken analysis, given in e for atoms 1 to 4: atom 1 (Ti): -0.993, atom 2 (C): -1.617, atom 3 (C): 0.489, atom 4 (C): -1.042

---

3.
This record from OMol25 describes 2 unconnected molecules or ions with the total composition C4H11NO2. The level of theory is the ωB97M-V functional and the def2-TZVPD basis.

Summary:
Energy relative to the best compared isomer or geometry (same formula, charge and spin), eV: 1.187
Frontier orbital gap, eV: 9.760
Largest force on an atom, eV/Å: 2.290

Atoms and positions in Å:
O: 0.18 -2.35 1.56
C: 0.81 -2.25 0.54
N: 0.81 -1.17 -0.24
C: 0.00 0.00 0.00
C: 2.82 -0.41 -1.39
C: 1.45 -1.14 -1.55
H: 1.46 -3.02 0.07
H: 0.19 0.51 0.96
H: -1.01 -0.43 0.03
H: 0.04 0.75 -0.81
H: 3.31 -0.35 -2.37
H: 3.53 -0.87 -0.67
H: 2.58 0.61 -1.05
H: 1.64 -2.11 -2.04
H: 0.74 -0.58 -2.19
O: -1.94 -0.14 -4.71
H: -2.34 0.17 -3.87
H: -2.72 -0.34 -5.29

Atom charges from the natural (NBO) analysis, given in e for atoms 1 to 4: atom 1 (O): -0.617, atom 2 (C): 0.538, atom 3 (N): -0.441, atom 4 (C): -0.429